No. 1
Density functional theory data (ωB97M-V with the def2-TZVPD basis set) for a structure of composition C35H39BaN11O6S4 in a non-equilibrium geometry.

Atoms and positions in Å:
Ba  0.90  -0.02  -1.17
O  -0.40  -2.07  2.71
C  -1.43  -2.90  2.42
C  -2.18  -3.38  3.49
C  -3.29  -4.17  3.25
C  -3.66  -4.48  1.95
C  -2.89  -4.02  0.89
C  -1.76  -3.24  1.10
C  -0.93  -2.78  -0.06
O  -0.12  -1.78  0.18
N  -1.09  -3.41  -1.17
N  -0.41  -2.90  -2.29
C  0.85  -3.08  -2.34
C  1.63  -2.71  -3.54
C  1.08  -2.79  -4.81
C  1.82  -2.44  -5.92
C  3.14  -2.02  -5.76
C  3.70  -1.92  -4.50
C  2.94  -2.25  -3.38
O  3.42  -2.11  -2.11
H  -0.08  -1.77  1.81
H  -1.88  -3.10  4.49
H  -3.88  -4.53  4.09
H  -4.55  -5.07  1.76
H  -3.15  -4.25  -0.13
H  1.39  -3.52  -1.49
H  0.05  -3.10  -4.90
H  1.37  -2.48  -6.90
H  3.72  -1.72  -6.62
H  4.71  -1.55  -4.36
O  -3.19  0.57  -7.59
C  -2.49  1.02  -6.71
S  -2.79  2.53  -5.87
C  -1.39  2.53  -4.81
C  -0.58  1.47  -4.92
S  0.96  1.14  -4.11
S  -1.03  0.25  -6.10
S  -1.30  4.02  -3.82
C  1.95  4.34  -2.59
N  2.94  3.28  -2.41
C  4.03  3.19  -3.22
C  4.86  2.14  -3.19
C  4.53  1.02  -2.32
N  3.39  1.10  -1.59
C  2.63  2.21  -1.61
O  1.60  2.28  -0.89
N  5.25  -0.07  -2.21
H  2.45  5.17  -3.08
H  1.58  4.65  -1.61
H  1.11  3.97  -3.19
H  4.18  4.03  -3.89
H  5.72  2.10  -3.84
H  6.05  0.00  -2.83
H  4.17  -1.45  -2.10
N  -1.45  2.67  -0.06
N  -1.32  1.85  -1.23
H  -1.62  3.63  -0.36
H  -0.53  2.68  0.38
H  -0.91  2.40  -1.99
H  -2.26  1.63  -1.56
C  3.39  0.58  1.81
C  2.02  0.54  2.44
O  1.01  0.74  1.78
C  1.91  0.27  3.92
C  3.04  -0.03  4.69
C  2.90  -0.28  6.05
C  1.64  -0.23  6.63
C  0.52  0.07  5.86
C  0.66  0.31  4.51
H  3.33  0.88  0.77
H  3.85  -0.41  1.86
H  4.04  1.26  2.36
H  4.01  -0.07  4.23
H  3.77  -0.52  6.65
H  1.53  -0.43  7.69
H  -0.46  0.09  6.32
H  -0.20  0.51  3.88
C  -5.17  1.65  3.56
C  -3.71  1.29  3.82
C  -2.78  2.37  3.27
C  -3.36  -0.11  3.29
N  -3.83  -0.35  1.94
C  -3.23  -0.16  0.76
N  -4.07  -0.48  -0.20
N  -5.19  -0.88  0.43
N  -5.06  -0.82  1.70
H  -5.44  2.55  4.12
H  -5.85  0.85  3.84
H  -5.32  1.86  2.50
H  -3.56  1.22  4.91
H  -2.85  2.44  2.19
H  -1.74  2.19  3.52
H  -3.05  3.34  3.68
H  -3.82  -0.88  3.91
H  -2.28  -0.30  3.29
H  -2.21  0.16  0.66

Output
frontier orbital gap	0.161	Ha
net charge	-2
HOMO level	-0.93	eV
ΔE to the lowest compared entry with this formula, charge and spin	41.53	kcal/mol
E_LUMO	3.45	eV

No. 2
Density functional theory data (ωB97M-V with the def2-TZVPD basis set) for the molecule C21H20N4O3 in a non-equilibrium geometry.

Atoms and positions in Å:
C  2.73  2.47  -3.27
C  3.03  1.59  -2.06
N  1.85  0.83  -1.64
C  0.89  1.50  -0.97
O  1.07  2.66  -0.58
C  -0.39  0.78  -0.73
C  -0.90  -0.09  -1.67
C  -2.06  -0.82  -1.41
N  -2.55  -1.73  -2.39
O  -3.55  -2.37  -2.12
O  -1.94  -1.82  -3.44
C  -2.71  -0.68  -0.18
C  -2.25  0.22  0.74
C  -1.12  1.02  0.48
N  -0.71  1.99  1.31
C  -1.24  2.29  2.61
C  -0.70  1.41  3.72
C  -0.90  1.76  5.05
C  -0.41  0.94  6.05
C  0.27  -0.21  5.68
N  0.46  -0.56  4.42
C  -0.01  0.23  3.47
C  1.89  -0.57  -1.79
C  2.20  -1.15  -3.01
C  2.23  -2.52  -3.15
C  1.96  -3.34  -2.06
C  1.68  -2.77  -0.83
C  1.65  -1.39  -0.69
H  2.38  1.88  -4.11
H  3.63  3.01  -3.57
H  1.96  3.20  -3.02
H  3.83  0.89  -2.28
H  3.33  2.23  -1.23
H  -0.41  -0.23  -2.62
H  -3.58  -1.29  0.01
H  -2.77  0.32  1.68
H  0.09  2.53  0.98
H  -2.33  2.21  2.59
H  -0.99  3.33  2.84
H  -1.44  2.67  5.29
H  -0.55  1.19  7.09
H  0.68  -0.89  6.42
H  0.18  -0.11  2.46
H  2.39  -0.52  -3.87
H  2.46  -2.96  -4.11
H  1.98  -4.41  -2.17
H  1.49  -3.39  0.03
H  1.44  -0.95  0.27

Output
frontier orbital gap	0.303	Ha
SMILES	CCN(C(=O)c1cc([N+](=O)[O-])ccc1NCc1cccnc1)c1ccccc1
HOMO level	-8.36	eV
ΔE to the lowest compared entry with this formula, charge and spin	86.27	kcal/mol
E_LUMO	-0.12	eV